# 1
Computed, not measured: a molecular structure, C4H7ClS2 in a non-equilibrium geometry, with the ωB97M-V functional and the def2-TZVPD basis.

Kohn-Sham gap (Ha): 0.2977
Max |F| (eV/Å): 5.6
Energy above the lowest of the compared OMol25 structures with the same formula, charge and spin (kJ/mol): 556.1

```
! RIJCOSX wB97M-V def2-TZVPD def2/J DEFGRID3
* xyz 0 1
C -0.8767 0.6868 1.1861
C -0.2203 -0.7088 0.4515
C 1.0533 -0.6694 -0.4477
C -0.2561 -0.6565 -0.9687
H -0.1227 1.4729 0.6439
H -1.9687 1.0119 0.8496
H -0.8754 0.8100 2.2262
H 1.6127 -1.4922 -0.3370
H 3.2616 -0.3158 0.4203
H -0.5684 -1.4922 -1.5581
H -2.0202 1.7930 -1.4646
S 1.9932 0.8025 -0.2187
S -0.4354 1.0563 -1.8588
Cl -0.5770 -2.2984 1.0760
*
```

***

# 2
Computed, not measured: a molecular structure, C43H71CaClN4O2P2Si, with the ωB97M-V functional and the def2-TZVPD basis.

Kohn-Sham gap (Ha): 0.2519
Max |F| (eV/Å): 0.2
Energy above the lowest of the compared OMol25 structures with the same formula, charge and spin (kJ/mol): 0.0

```
! RIJCOSX wB97M-V def2-TZVPD def2/J DEFGRID3
* xyz 0 1
Ca -0.4941 -1.2055 -0.0636
C 2.4566 -1.3066 2.9457
Si 1.9520 -0.3300 1.3733
C 1.9555 1.4857 2.0659
C 3.1792 1.9596 2.5606
C 3.3350 3.2266 3.0924
C 2.2449 4.0854 3.1393
C 1.0212 3.6461 2.6701
C 0.8545 2.3579 2.1434
P -0.8219 1.8460 1.5713
C -1.5473 3.4466 0.9461
C -2.9932 3.1858 0.4335
C -3.1553 3.4997 -1.0520
C -2.7608 4.9450 -1.3487
C -1.3695 5.2933 -0.7715
C -0.6802 4.0834 -0.1440
C -1.9214 1.6307 3.0836
C -1.4315 2.2358 4.4057
C -0.3618 1.3950 5.1035
C -0.8046 -0.0569 5.2600
C -1.2141 -0.6471 3.9140
C -2.3365 0.1696 3.2905
C 3.6351 -0.2996 0.4064
C 4.7669 -0.9185 0.9574
C 6.0110 -0.8845 0.3479
C 6.1760 -0.2066 -0.8497
C 5.0771 0.4030 -1.4287
C 3.8143 0.3444 -0.8320
P 2.4048 1.1459 -1.6824
C 2.2559 0.2606 -3.3003
C 1.7044 -1.1508 -2.9904
C 1.9283 -2.1295 -4.1496
C 1.8362 -1.3935 -5.4817
C 2.9791 -0.3707 -5.6153
C 3.4479 0.1533 -4.2466
C 3.0801 2.8158 -2.0807
C 2.1083 3.5966 -2.9698
C 2.5842 5.0288 -3.2049
C 2.8323 5.7563 -1.8868
C 3.8295 4.9896 -1.0233
C 3.3557 3.5618 -0.7711
H 3.2646 -0.8394 3.5166
H 2.7787 -2.3111 2.6556
H 1.6089 -1.4399 3.6202
H 4.0463 1.3085 2.5183
H 4.3022 3.5485 3.4600
H 2.3456 5.0867 3.5395
H 0.1834 4.3290 2.7167
H -1.6081 4.1516 1.7806
H -3.7006 3.7990 0.9985
H -3.2901 2.1488 0.6187
H -4.1903 3.3223 -1.3526
H -2.5429 2.8190 -1.6531
H -3.5168 5.6061 -0.9176
H -2.7823 5.1166 -2.4261
H -1.4641 6.0722 -0.0102
H -0.7262 5.7061 -1.5512
H 0.2821 4.3823 0.2710
H -0.4489 3.3501 -0.9233
H -2.8188 2.1800 2.7828
H -2.3006 2.3158 5.0700
H -1.0701 3.2539 4.2524
H -0.1410 1.8328 6.0795
H 0.5665 1.4212 4.5295
H -1.6586 -0.1093 5.9463
H -0.0024 -0.6492 5.7056
H -1.5092 -1.6926 4.0254
H -0.3586 -0.6401 3.2303
H -3.2145 0.1442 3.9470
H -2.6469 -0.2684 2.3334
H 4.6834 -1.4382 1.9026
H 6.8545 -1.3766 0.8173
H 7.1451 -0.1559 -1.3299
H 5.2109 0.9345 -2.3618
H 1.4711 0.8245 -3.8226
H 0.6290 -1.0769 -2.7929
H 2.1697 -1.5511 -2.0837
H 1.2020 -2.9407 -4.0873
H 2.9154 -2.5915 -4.0584
H 0.8689 -0.8831 -5.5338
H 1.8588 -2.0938 -6.3180
H 2.6511 0.4683 -6.2346
H 3.8267 -0.8264 -6.1326
H 3.9488 1.1168 -4.3724
H 4.1819 -0.5309 -3.8165
H 4.0288 2.7085 -2.6205
H 1.1222 3.6220 -2.4890
H 1.9775 3.0887 -3.9292
H 1.8513 5.5687 -3.8095
H 3.5155 5.0072 -3.7823
H 1.8848 5.8514 -1.3422
H 3.1902 6.7706 -2.0781
H 3.9812 5.4985 -0.0683
H 4.8008 4.9668 -1.5306
H 2.4391 3.5838 -0.1691
H 4.0916 3.0140 -0.1790
O -1.1222 -2.7582 1.7099
H -0.7796 -3.4720 1.1301
H -1.7686 -3.1612 2.2953
O -0.7644 0.7379 -1.5336
H 0.1979 0.9942 -1.5437
H -1.1022 1.2985 -0.8163
Cl -0.0888 -3.6147 -1.0039
C -3.8102 -0.2821 -0.6970
N -2.9265 -1.4470 -0.9176
C -3.6212 -2.6453 -0.3915
N -4.9220 -2.8478 -1.0168
C -5.7387 -1.6562 -0.7821
N -5.1165 -0.4443 -1.3221
C -4.9091 -0.6411 -2.7620
N -4.0748 -1.8097 -3.0423
C -2.7842 -1.6280 -2.3905
C -4.7208 -2.9894 -2.4629
H -3.3282 0.6027 -1.1157
H -3.9434 -0.1440 0.3798
H -3.7607 -2.5180 0.6849
H -2.9833 -3.5119 -0.5723
H -5.8854 -1.5305 0.2931
H -6.7132 -1.7935 -1.2539
H -4.4288 0.2482 -3.1754
H -5.8803 -0.7722 -3.2425
H -2.2926 -0.7414 -2.7951
H -2.1546 -2.5017 -2.5633
H -4.0971 -3.8646 -2.6506
H -5.6906 -3.1364 -2.9415
*
```

***

# 3
Computed, not measured: 8 unconnected molecules or ions with the total composition C41H78BrN2O8 in a non-equilibrium geometry, with the ωB97M-V functional and the def2-TZVPD basis.

Kohn-Sham gap (Ha): 0.2920
Max |F| (eV/Å): 1.1

```
! RIJCOSX wB97M-V def2-TZVPD def2/J DEFGRID3
* xyz 1 1
C 4.1050 0.1376 3.5390
C 2.9897 -0.1901 2.5608
O 3.4369 0.1434 1.2604
C 2.4635 -0.0981 0.2626
C 1.9446 -1.5193 0.2873
N 1.4917 -1.9345 1.6393
C 0.1847 -1.3129 2.0658
C -0.8479 -2.3990 1.9984
C -2.2459 -1.9118 2.4199
C -3.1177 -1.7163 1.1852
N -4.3248 -0.9690 1.4263
C -4.4032 0.3959 1.4225
C -5.7201 0.7419 1.6660
C -6.4534 -0.4575 1.8216
C -5.5641 -1.5037 1.6658
C 2.6481 -1.6724 2.5663
Br 2.3052 -2.4454 4.2868
H 3.7101 0.2855 4.5355
H 4.5674 1.0569 3.1951
H 4.8558 -0.6472 3.5346
H 2.1248 0.4251 2.8245
H 2.9121 0.0831 -0.7056
H 1.6329 0.6035 0.3817
H 1.1733 -1.6625 -0.4624
H 2.7742 -2.1734 0.0254
H 1.3519 -2.9545 1.6215
H 0.2738 -0.8512 3.0416
H -0.0581 -0.5189 1.3650
H -0.5640 -3.2684 2.5849
H -0.8932 -2.7116 0.9526
H -2.1763 -0.9853 2.9866
H -2.6782 -2.6419 3.0980
H -2.5342 -1.1593 0.4497
H -3.3421 -2.6794 0.7370
H -3.5732 1.0532 1.2466
H -6.1342 1.7310 1.7262
H -7.5038 -0.5175 2.0333
H -5.7463 -2.5595 1.7114
H 3.4982 -2.1891 2.1352
C -0.5261 -7.0324 0.5086
C 0.9298 -7.4425 0.7146
C 1.6341 -6.0954 0.7464
O 0.6942 -5.1594 1.3049
C -0.6127 -5.7651 1.3450
H -1.2441 -7.7883 0.8205
H -0.7006 -6.8097 -0.5452
H 1.0455 -7.9496 1.6747
H 1.3129 -8.0968 -0.0655
H 1.8992 -5.7624 -0.2632
H 2.5353 -6.1022 1.3608
H -0.8506 -5.9873 2.3899
H -1.3524 -5.0569 0.9662
C 3.0585 4.0226 -2.7621
C 2.0819 4.3573 -1.6379
C 1.0909 3.2084 -1.7404
O 1.8304 2.0739 -2.2184
C 3.1168 2.5044 -2.6828
H 4.0365 4.4869 -2.6454
H 2.6464 4.3369 -3.7237
H 2.5949 4.3322 -0.6736
H 1.6117 5.3324 -1.7408
H 0.2961 3.4296 -2.4590
H 0.6284 2.9575 -0.7836
H 3.8764 2.1746 -1.9620
H 3.3250 2.0338 -3.6443
C -3.3899 -7.5509 5.4390
C -2.9777 -6.6947 6.6325
C -2.0710 -5.6647 5.9762
O -2.5647 -5.4765 4.6432
C -3.5176 -6.5066 4.3407
H -4.3102 -8.1098 5.5966
H -2.5969 -8.2613 5.1950
H -3.8538 -6.2056 7.0630
H -2.4780 -7.2530 7.4218
H -1.0377 -6.0242 5.9170
H -2.0750 -4.7055 6.4950
H -4.5156 -6.0574 4.3319
H -3.3080 -6.9096 3.3484
C 0.9374 -4.1661 -3.3672
C -0.0327 -3.7522 -2.2638
C -1.0330 -4.8980 -2.2807
O -0.3038 -6.0583 -2.6765
C 0.9800 -5.6782 -3.1799
H 1.9215 -3.7057 -3.2895
H 0.5205 -3.9137 -4.3434
H 0.4861 -3.7280 -1.2979
H -0.5016 -2.7816 -2.4285
H -1.8314 -4.7174 -3.0071
H -1.4888 -5.0758 -1.3051
H 1.7411 -5.9640 -2.4444
H 1.1762 -6.2183 -4.1051
C -4.4786 5.2403 0.6904
C -5.5592 4.6578 -0.2172
C -4.7569 3.6845 -1.0682
O -3.6838 3.2171 -0.2428
C -3.5980 4.0240 0.9360
H -4.8648 5.6731 1.6115
H -3.9174 6.0122 0.1596
H -6.2986 4.1180 0.3786
H -6.0819 5.4043 -0.8121
H -4.3296 4.1823 -1.9448
H -5.3434 2.8296 -1.4057
H -3.9639 3.4390 1.7888
H -2.5534 4.2836 1.1161
C 0.8310 5.6379 -7.8943
C 1.9953 4.6761 -8.1159
C 2.9771 5.1297 -7.0446
O 2.1885 5.6254 -5.9582
C 0.8288 5.7743 -6.3784
H -0.1182 5.2765 -8.2858
H 1.0473 6.6016 -8.3597
H 1.6747 3.6494 -7.9250
H 2.4167 4.7196 -9.1186
H 3.6167 5.9401 -7.4088
H 3.6154 4.3221 -6.6829
H 0.2301 4.9846 -5.9103
H 0.4543 6.7398 -6.0379
C 4.9517 8.3734 -0.1009
C 5.1211 7.3217 0.9920
C 3.6730 6.9874 1.3236
O 2.9303 7.1656 0.1156
C 3.7385 7.8438 -0.8517
H 5.8254 8.4877 -0.7400
H 4.7260 9.3442 0.3449
H 5.6298 6.4423 0.5895
H 5.6814 7.6722 1.8570
H 3.2722 7.6665 2.0834
H 3.5433 5.9618 1.6744
H 4.0326 7.1257 -1.6259
H 3.1486 8.6321 -1.3191
*
```

***

# 4
Computed, not measured: a molecular structure, C61H67B2N8OPRbS3, with the ωB97M-V functional and the def2-TZVPD basis.

Kohn-Sham gap (Ha): 0.2700
Max |F| (eV/Å): 0.5
Energy above the lowest of the compared OMol25 structures with the same formula, charge and spin (kJ/mol): 0.0

```
! RIJCOSX wB97M-V def2-TZVPD def2/J DEFGRID3
* xyz -1 1
Rb -0.4745 -0.5968 -0.3624
C -2.8673 -1.3221 5.5938
C -1.8957 -0.6501 4.6778
C -0.8536 0.1689 5.0345
C -0.2236 0.5064 3.8225
N -0.8479 -0.0717 2.7971
N -1.8770 -0.7760 3.3273
B -2.9289 -1.6033 2.5377
N -3.7289 -0.7668 1.5155
N -3.2232 -0.2890 0.3564
C -4.2302 0.2804 -0.2957
C -5.4113 0.1959 0.4681
C -5.0502 -0.4772 1.6107
C -5.9172 -0.8205 2.7785
C -4.0761 0.9229 -1.6118
C -5.2165 1.2178 -2.3594
C -5.1257 1.8361 -3.5953
C -3.8838 2.1702 -4.1142
C -2.7430 1.8822 -3.3820
C -2.8355 1.2678 -2.1423
N -2.3577 -2.9229 1.9479
N -1.3297 -2.9950 1.0741
C -1.1407 -4.2839 0.8116
C -2.0606 -5.0693 1.5280
C -2.8234 -4.1644 2.2320
C -3.9875 -4.4576 3.1219
C -0.0926 -4.7522 -0.1137
C 0.3902 -3.9462 -1.1413
C 1.3518 -4.4107 -2.0263
C 1.8608 -5.6938 -1.8883
C 1.3982 -6.5059 -0.8584
C 0.4294 -6.0406 0.0178
C 0.9591 1.3744 3.6787
C 1.4625 2.0302 4.8049
C 2.5472 2.8892 4.7170
C 3.1450 3.1286 3.4880
C 2.6613 2.4765 2.3621
C 1.5990 1.5902 2.4579
H -2.6406 -1.0328 6.6199
H -2.7964 -2.4088 5.5229
H -3.8995 -1.0459 5.3779
H -0.5933 0.4593 6.0383
H -3.7267 -1.9520 3.3521
H -6.3912 0.5790 0.2350
H -6.9184 -0.4278 2.6023
H -5.5374 -0.3837 3.7038
H -5.9952 -1.8978 2.9315
H -6.1904 0.9370 -1.9779
H -6.0255 2.0366 -4.1636
H -3.8022 2.6290 -5.0917
H -1.7699 2.1232 -3.7910
H -1.9262 1.0667 -1.5936
H -2.1885 -6.1392 1.5020
H -4.1423 -5.5356 3.1575
H -4.9022 -3.9952 2.7482
H -3.8297 -4.0987 4.1394
H 0.0046 -2.9496 -1.2798
H 1.6951 -3.7587 -2.8209
H 2.6094 -6.0632 -2.5786
H 1.7926 -7.5083 -0.7395
H 0.0771 -6.6769 0.8211
H 0.9899 1.8757 5.7657
H 2.9143 3.3839 5.6085
H 3.9811 3.8122 3.4060
H 3.1205 2.6577 1.4003
H 1.2587 1.0661 1.5733
C 4.8963 -1.6269 -0.1537
C 5.6051 -1.4147 1.1837
S 4.9123 -0.0351 2.1279
C 4.6550 -0.7474 3.7714
C 3.8356 -2.0339 3.8505
S 2.1605 -1.8416 3.1960
C 1.9984 -3.2552 2.0890
C 3.0020 -3.3811 0.9481
S 3.1102 -1.9145 -0.1168
H 5.3860 -2.4455 -0.6868
H 5.0024 -0.7346 -0.7749
H 6.6633 -1.2333 0.9847
H 5.5530 -2.3150 1.7943
H 4.1379 0.0545 4.3063
H 5.6183 -0.9001 4.2633
H 3.7824 -2.3317 4.9001
H 4.3344 -2.8485 3.3247
H 0.9893 -3.1295 1.6917
H 1.9954 -4.1903 2.6550
H 2.7041 -4.2301 0.3304
H 4.0025 -3.6000 1.3224
C -3.2249 3.7986 0.2239
C -2.3831 2.9368 1.1618
C -2.8383 3.0870 2.6099
C -0.8792 3.2045 1.0453
C -0.4811 4.6807 1.0214
O -0.2659 4.9526 -0.3793
C -0.1523 3.7270 -0.9691
N -0.3692 2.7071 -0.2501
C 0.0917 3.7838 -2.4320
C -0.4683 4.8823 -3.0835
C -0.4149 5.0027 -4.4609
C 0.2292 4.0298 -5.2054
C 0.8181 2.9511 -4.5628
C 0.7584 2.7959 -3.1780
P 1.5700 1.3619 -2.3495
C 3.2481 2.0642 -2.0805
C 3.9006 1.7768 -0.8879
C 5.1769 2.2758 -0.6391
C 5.8072 3.0649 -1.5868
C 5.1667 3.3509 -2.7884
C 3.8974 2.8540 -3.0313
C 1.9096 0.2006 -3.7230
C 0.8543 -0.2680 -4.5056
C 1.0468 -1.2965 -5.4154
C 2.3000 -1.8789 -5.5466
C 3.3568 -1.4281 -4.7668
C 3.1640 -0.3962 -3.8584
H -4.2529 3.4302 0.2057
H -2.8578 3.7655 -0.8040
H -3.2524 4.8426 0.5527
H -2.5180 1.8928 0.8798
H -2.6696 4.1052 2.9794
H -2.3053 2.3901 3.2622
H -3.9077 2.8783 2.6912
H -0.3799 2.6850 1.8575
H 0.4543 4.8669 1.5534
H -1.2522 5.3577 1.3844
H -0.9756 5.6328 -2.4939
H -0.8821 5.8504 -4.9460
H 0.2784 4.1035 -6.2848
H 1.3242 2.2015 -5.1552
H 3.4175 1.1432 -0.1494
H 5.6662 2.0486 0.3008
H 6.7969 3.4603 -1.3920
H 5.6593 3.9631 -3.5343
H 3.4021 3.0817 -3.9673
H -0.1425 0.1429 -4.3976
H 0.1969 -1.6509 -5.9866
H 2.4490 -2.6916 -6.2472
H 4.3359 -1.8832 -4.8597
H 3.9959 -0.0586 -3.2514
B -2.6667 -1.6185 -5.2911
C -2.0094 -1.6580 -3.8472
N -1.4279 -1.6348 -2.8476
H -2.3482 -2.6381 -5.8777
H -3.8717 -1.5131 -5.1955
H -2.1893 -0.6364 -5.8476
*
```

***

# 5
Computed, not measured: a molecular structure, FH4N2PS in a non-equilibrium geometry, with the ωB97M-V functional and the def2-TZVPD basis.

Kohn-Sham gap (Ha): 0.3368
Max |F| (eV/Å): 3.9
Energy above the lowest of the compared OMol25 structures with the same formula, charge and spin (kJ/mol): 211.9

```
! RIJCOSX wB97M-V def2-TZVPD def2/J DEFGRID3
* xyz 0 1
N -1.6740 0.6236 0.2264
N 1.1254 -0.5671 0.8228
F 0.9905 1.7349 -0.6441
P 0.4704 0.2416 -0.4655
S 0.3504 -0.7423 -2.1208
H -2.1642 0.7443 -0.7058
H -1.6320 -0.3552 0.4519
H 0.6704 -0.3456 1.7410
H 1.8631 -1.3342 0.6941
*
```

***

# 6
Computed, not measured: 9 unconnected molecules or ions with the total composition C6H30NO9 in a non-equilibrium geometry, with the ωB97M-V functional and the def2-TZVPD basis.

Kohn-Sham gap (Ha): 0.3327
Max |F| (eV/Å): 9.2
Energy above the lowest of the compared OMol25 structures with the same formula, charge and spin (kJ/mol): 550.2

```
! RIJCOSX wB97M-V def2-TZVPD def2/J DEFGRID3
* xyz -1 1
C -0.9623 1.5852 0.1952
O -0.6008 2.2655 1.3429
C 0.1475 1.8155 -0.8502
C 0.0482 0.7848 -2.0014
C -1.4433 0.3142 -2.2251
C -2.4323 1.4258 -2.5095
C -1.3258 -0.6042 -3.5671
N 1.4880 1.7958 -0.3529
H -1.9778 2.1423 0.1026
H -1.2045 0.5131 0.3348
H -0.1105 2.8195 -1.2377
H 0.6535 -0.2292 -2.0540
H 0.4825 1.2230 -2.9199
H -1.7160 -0.4406 -1.3683
H -2.4110 1.6386 -3.5080
H -2.3224 2.2752 -1.9411
H -3.5561 1.0495 -2.4882
H -0.6662 -1.4092 -3.6296
H -2.3750 -0.8590 -3.8439
H -0.9076 0.0436 -4.3701
H 1.8378 2.6508 -0.0465
H 1.5800 0.9576 0.2404
H 1.3819 -1.2070 0.6092
H 0.2938 -1.1814 1.9648
O 0.4829 -1.2350 0.7810
H 3.9254 0.6778 -0.8740
H 4.3770 1.1241 0.4354
O 4.6551 0.6041 -0.2543
H 3.7950 1.2479 2.4805
H 2.1973 1.3314 2.3333
O 3.0779 1.2301 1.8767
H 0.2591 1.8872 1.7706
H 0.8257 -1.1397 3.7691
O 0.7265 -0.5604 3.0887
H -1.4068 -4.1477 0.0130
H -0.1569 -3.4698 -0.3337
O -0.6366 -4.2282 -0.6153
H -2.0335 0.7003 2.8371
H -0.7294 -0.0129 3.1831
O -1.6043 0.2732 3.5658
H -2.4940 -1.2100 1.7313
H -1.2538 -0.9477 0.5539
O -2.2042 -1.0875 0.7997
H 0.9227 -3.7199 1.8784
H 1.7509 -2.9330 2.6354
O 1.6226 -3.7536 2.4680
*
```

***

# 7
Computed, not measured: 7 unconnected molecules or ions with the total composition H14O7 in a non-equilibrium geometry, with the ωB97M-V functional and the def2-TZVPD basis.

Kohn-Sham gap (Ha): 0.4055
Max |F| (eV/Å): 3.5
Energy above the lowest of the compared OMol25 structures with the same formula, charge and spin (kJ/mol): 164.2

```
! RIJCOSX wB97M-V def2-TZVPD def2/J DEFGRID3
* xyz 0 1
O 27.6514 10.7476 5.2665
H 27.0366 10.2311 4.7701
H 27.9684 10.0695 5.8619
O 23.3319 11.0685 4.3330
H 23.4413 10.4138 4.9812
H 24.0359 11.7151 4.5808
O 24.4258 7.1176 8.0223
H 24.0172 7.9373 7.7415
H 25.2111 7.0298 7.5591
O 20.0923 8.2162 5.9198
H 20.6353 8.9780 6.2141
H 19.3093 8.3253 6.4882
O 23.6136 8.8559 5.7467
H 24.4980 8.8118 5.4080
H 23.1820 8.1379 5.3283
O 25.6906 9.1587 4.1742
H 25.4770 9.7464 3.4952
H 26.1251 8.3773 3.8361
O 22.2548 6.8860 4.5265
H 21.3311 6.9926 4.6333
H 22.4348 6.1258 5.0982
*
```

***

| no. | HOMO energy (eV) |
| --- | --- |
| 1 | -8.723 |
| 2 | -6.520 |
| 3 | -9.876 |
| 4 | -5.549 |
| 5 | -9.095 |
| 6 | -6.157 |
| 7 | -10.953 |